# 1
{"formula": "C2H8S", "method": "the ωB97M-V functional and the def2-TZVPD basis", "species": ["S", "C", "C", "H", "H", "H", "H", "H", "H", "H", "H"], "xyz": [[2.625945, -0.133524, 2.269054], [-5.398716, 1.366424, -6.114861], [1.172141, -1.284572, 2.349098], [-4.942486, 1.288242, -5.173089], [-6.032915, 0.523473, -6.287568], [0.114712, -1.164619, 2.006609], [-5.975622, 2.320571, -6.222362], [1.048834, -1.486992, 3.490309], [2.147817, 0.817089, 3.232649], [1.557332, -2.295348, 1.991160], [-4.573337, 1.642854, -6.747997]], "atomic_forces_ev_per_a": [[-1.853, 1.044, 0.847], [-0.536, 2.417, -0.631], [0.260, -2.271, 2.709], [0.187, 0.028, 1.613], [0.069, -0.506, -0.708], [1.278, 0.833, -0.423], [-0.030, -0.891, 0.704], [0.144, 0.306, -1.888], [0.651, -1.333, -1.372], [-0.480, 1.421, 0.127], [0.309, -1.048, -0.978]], "lowdin_charge": [0.5460, -0.0456, -0.5363, -0.0096, 0.0105, 0.0342, 0.0350, 0.0381, -0.1118, 0.0298, 0.0096], "gap_ha": 0.3712, "total_charge": 0, "e_tot_ha": -479.1332, "relative_energy_ev": 0.882, "e_homo_ev": -9.139, "lumo_energy_ev": 0.962, "smiles": "CS.C"}

# 2
{"formula": "C24H32AsN2OPdS3", "method": "the ωB97M-V functional and the def2-TZVPD basis", "species": ["Pd", "As", "S", "S", "S", "O", "N", "N", "C", "C", "C", "C", "C", "C", "C", "C", "C", "C", "C", "C", "C", "C", "C", "C", "C", "C", "C", "C", "C", "C", "C", "C", "H", "H", "H", "H", "H", "H", "H", "H", "H", "H", "H", "H", "H", "H", "H", "H", "H", "H", "H", "H", "H", "H", "H", "H", "H", "H", "H", "H", "H", "H", "H", "H"], "xyz": [[-0.147300, 0.235600, -0.268200], [-1.729000, 2.226700, -0.245600], [-0.503700, -0.111500, -2.735100], [-0.309500, -3.773300, -3.288300], [-1.343500, -1.946800, -0.084400], [0.007800, 0.355700, 1.897600], [2.046500, 0.061800, -0.012100], [4.110100, 0.107600, 0.735300], [0.872700, -2.460100, -3.759700], [-2.426200, 3.141100, 1.438800], [3.239500, -0.015600, 3.523000], [-2.200500, -0.778600, -2.531300], [0.216800, -1.128000, -4.095900], [0.909900, 0.192200, 2.764200], [1.444900, -0.004600, 5.145700], [-2.612700, 5.574900, 0.855000], [0.523300, 0.121200, 4.149900], [4.192100, 0.087000, -0.612600], [-4.756400, 6.527900, 0.324500], [2.897200, 0.057700, -1.068900], [-3.028100, 2.701200, -1.652700], [0.182100, -2.833600, -0.624100], [2.815400, -0.059800, 4.841100], [0.000000, -4.055900, -1.501500], [2.337400, 0.086800, 2.463600], [-0.285500, 3.464000, -0.708300], [-2.379900, -1.955800, -1.582200], [-5.371600, 5.290200, 0.537300], [-4.607900, 4.190600, 0.858700], [2.798100, 0.094500, 1.098800], [-3.378000, 6.669900, 0.520600], [-3.214800, 4.314900, 1.041800], [0.623200, -3.142300, 0.326800], [-0.842300, -4.668400, -1.178900], [-3.999900, 2.237600, -1.478200], [-2.564500, -1.045600, -3.523200], [-1.549400, 5.690700, 1.016300], [1.124800, -0.062100, 6.175700], [-0.533900, 0.170400, 4.365400], [-2.775900, 0.076800, -2.167100], [1.343500, -2.821800, -4.678400], [5.124000, 0.091400, -1.141800], [3.537400, -0.144100, 5.640000], [0.970100, -0.471900, -4.538900], [4.902700, 0.142100, 1.361100], [-0.688100, 4.433000, -1.003700], [-5.340400, 7.369400, -0.023600], [-1.525500, 3.393900, 2.002200], [0.387000, 3.590800, 0.142000], [-5.075800, 3.228100, 1.014900], [2.547500, 0.048000, -2.084100], [-3.404800, -1.947400, -1.208200], [-6.442600, 5.200700, 0.444000], [0.902000, -4.666000, -1.426800], [-2.212900, -2.913900, -2.073300], [1.650000, -2.367500, -3.004000], [-3.018900, 2.408100, 1.986500], [-2.638000, 2.367900, -2.615700], [-0.586800, -1.260900, -4.818600], [4.302100, -0.077300, 3.340400], [-3.156700, 3.782000, -1.708800], [0.846800, -2.105200, -1.098700], [-2.918800, 7.640600, 0.401600], [0.290100, 3.061200, -1.546100]], "atomic_forces_ev_per_a": [[0.645, -0.197, 0.957], [0.156, 1.396, -0.417], [-1.268, 0.738, 0.289], [0.199, 0.117, 0.071], [0.032, -0.307, -0.424], [-0.046, 0.728, -0.745], [-0.478, -0.122, -0.737], [0.181, -0.053, -0.072], [-0.423, -0.434, 0.028], [0.019, -0.720, 0.459], [0.116, 0.012, 0.362], [0.224, -0.017, 0.123], [1.101, -0.290, 0.554], [-0.250, -0.248, -0.251], [-1.054, 0.150, -0.203], [-0.039, -0.499, 0.217], [-0.056, -0.320, 0.562], [-0.015, -0.005, 0.226], [0.264, -0.255, 0.004], [-0.200, 0.004, 0.093], [0.021, -0.689, -0.210], [-0.118, 0.181, 0.120], [0.489, 0.017, -0.771], [0.084, 0.036, -0.517], [0.624, 0.184, -0.919], [0.281, -0.286, -0.132], [-0.148, 0.005, 0.333], [0.104, 0.325, -0.206], [0.498, -0.024, 0.275], [-0.289, -0.010, 0.991], [-0.437, 0.103, -0.238], [-0.363, 0.421, -0.476], [0.046, 0.069, -0.033], [0.027, -0.073, 0.055], [0.103, 0.003, 0.064], [0.010, 0.068, -0.053], [0.087, 0.019, 0.034], [-0.046, 0.047, 0.054], [-0.069, 0.005, -0.007], [0.091, -0.101, -0.124], [0.066, 0.079, 0.096], [0.220, 0.016, -0.079], [0.098, -0.035, 0.019], [-0.139, 0.108, -0.009], [-0.015, 0.025, -0.057], [-0.133, -0.074, 0.057], [-0.035, 0.047, 0.205], [0.003, -0.146, -0.129], [-0.097, -0.036, -0.013], [-0.092, -0.068, 0.037], [0.035, 0.006, -0.088], [-0.008, 0.001, 0.020], [-0.086, -0.034, -0.077], [-0.065, 0.005, 0.118], [-0.048, 0.204, 0.024], [0.101, 0.025, -0.049], [0.125, 0.020, -0.038], [0.058, -0.060, 0.061], [-0.235, 0.200, 0.160], [0.033, -0.036, -0.038], [0.206, -0.030, 0.317], [-0.025, -0.265, 0.117], [0.038, 0.018, -0.032], [-0.107, 0.049, 0.039]], "lowdin_charge": [0.4996, 1.2244, 0.8693, 0.9338, 0.9325, -0.0651, 0.0293, 0.1631, -0.4913, -0.2512, 0.0170, -0.4613, -0.4327, -0.2698, 0.0079, -0.0416, 0.0625, 0.0284, -0.0113, -0.0808, -0.2355, -0.4947, 0.0501, -0.4742, -0.0059, -0.2688, -0.4820, -0.0359, -0.0450, -0.2254, -0.0370, -0.3339, 0.0895, 0.0922, 0.0494, 0.1055, 0.1165, 0.1403, 0.1405, 0.0385, 0.0940, 0.1509, 0.1439, 0.0892, 0.1797, 0.0461, 0.1249, 0.0891, 0.0402, 0.1221, 0.1075, 0.0972, 0.1221, 0.0940, 0.0255, 0.0694, 0.0866, 0.0335, 0.1001, 0.1251, 0.0548, 0.0098, 0.1221, 0.0250], "gap_ha": [0.1286, 0.1253], "total_charge": 3, "e_tot_ha": -4675.6428, "relative_energy_ev": 1.418, "e_homo_ev": [-15.960, -15.882], "lumo_energy_ev": [-12.461, -12.471]}

# 3
{"formula": "C4H3N", "method": "the ωB97M-V functional and the def2-TZVPD basis", "species": ["N", "C", "C", "C", "C", "H", "H", "H"], "xyz": [[-0.837196, 1.615034, -0.563008], [1.015023, -0.554942, 0.269858], [-0.452365, -0.856772, 0.203218], [-0.869340, 0.502556, -0.239672], [1.554744, 0.502280, 0.017817], [1.249532, 1.512666, -0.310106], [-0.740459, -1.609150, -0.537334], [-0.919941, -1.111669, 1.159226]], "atomic_forces_ev_per_a": [[-1.268, -1.196, 0.217], [0.244, 0.718, -0.182], [-0.113, 0.073, -0.035], [-0.613, 1.042, -0.372], [-0.556, -0.135, -0.019], [1.939, -0.595, 0.379], [0.167, 0.090, 0.158], [0.200, 0.001, -0.147]], "lowdin_charge": [0.1309, -0.1130, -0.1590, -0.2370, 0.0825, 0.0688, 0.1134, 0.1134], "gap_ha": 0.3561, "total_charge": 0, "e_tot_ha": -208.8060, "relative_energy_ev": 2.608, "e_homo_ev": -10.258, "lumo_energy_ev": -0.568, "smiles": "C#CCC#N"}

# 4
{"formula": "C3H8N3", "method": "the ωB97M-V functional and the def2-TZVPD basis", "species": ["N", "N", "N", "C", "C", "C", "H", "H", "H", "H", "H", "H", "H", "H"], "xyz": [[2.067268, -0.889919, 0.208390], [-0.350289, -0.070351, 0.124361], [2.282280, 0.173545, -0.311834], [-0.187917, 1.335103, 0.524591], [-1.543315, -0.756172, -0.270516], [0.515364, 0.832677, -0.663686], [-2.157407, -1.080554, 0.654652], [2.967448, -1.281271, 0.629346], [0.428121, 1.505550, 1.454457], [-1.210012, 1.961447, 0.413768], [-1.491663, -1.756045, -0.865512], [-2.152107, -0.055013, -0.874041], [0.222895, -0.845126, 0.641895], [0.609330, 0.926133, -1.665865]], "atomic_forces_ev_per_a": [[3.099, -2.788, 0.792], [2.529, -2.669, 0.720], [-2.500, 2.396, -1.691], [-1.649, 1.759, 0.219], [-3.914, -1.367, -0.704], [0.781, -0.951, 4.502], [1.119, 0.941, -1.248], [-1.570, 0.119, 0.532], [-0.903, -0.168, -1.061], [2.597, -1.357, 0.261], [0.987, 1.985, 0.872], [0.081, -0.512, 0.351], [-0.291, 2.095, -0.616], [-0.365, 0.518, -2.929]], "lowdin_charge": [-0.0489, -0.1605, 0.0468, -0.0054, -0.0310, 0.0148, 0.1395, 0.1511, 0.1579, 0.1974, 0.1464, 0.1066, 0.1789, 0.1065], "gap_ha": [0.2907, 0.3765], "total_charge": 1, "e_tot_ha": -282.8517, "relative_energy_ev": 3.273, "e_homo_ev": [-11.427, -17.229], "lumo_energy_ev": [-3.518, -6.985], "s2": 2.011, "spin_multiplicity": 3}